Molecular formula: C60H150N10O20
Method: DFT, the ωB97M-V functional and the def2-TZVPD basis

Values from the calculation:
SMILES: COCCNCCOC.COCCNCCOC.COCCNCCOC.COCCNCCOC.COCCNCCOC.COCCNCCOC.COCCNCCOC.COCCNCCOC.COCCNCCOC.COCCNCCOC
highest occupied orbital energy: -0.287 Ha
LUMO energy: 0.565 eV
molecular weight: 1331.91 u

Geometry as XYZ:
```
240
C60H150N10O20 | OMol25 | the ωB97M-V functional and the def2-TZVPD basis
H -4.968 -5.008 4.475
C 2.458 -8.953 2.356
H 3.957 1.911 -3.305
C -1.306 -1.595 2.701
H -4.843 1.473 -1.791
H -5.776 -3.174 -1.934
C -3.959 -1.221 7.788
H -6.970 -3.181 3.170
O 4.537 -1.357 4.882
H -8.863 3.582 -2.257
H 5.190 2.113 -5.518
C 0.750 4.053 0.020
C -7.436 -6.352 -3.625
H -1.881 3.024 2.846
C 3.256 -1.812 4.468
H 5.657 3.947 3.725
O -0.232 1.773 5.410
H 2.161 -4.913 3.756
H -4.148 -5.690 -2.879
N 1.683 -0.269 -0.795
C 6.264 3.266 3.128
H -7.718 -5.611 5.917
H 0.277 8.839 4.793
H 3.716 0.524 5.286
C -8.892 2.809 -0.176
H 1.103 2.956 -5.796
H -7.738 -5.053 -1.483
H 2.610 -4.377 -1.584
H -1.765 3.475 4.594
C -6.681 -5.133 -1.769
H -6.538 -5.970 -1.059
C 3.992 -5.024 1.287
H 0.231 -3.034 4.611
H 5.097 2.217 -2.125
O 0.380 5.384 -0.242
C -0.675 1.769 4.063
N 1.281 4.424 -4.327
H -8.367 -6.352 -3.047
N 2.053 -3.988 4.183
H -2.409 -6.086 5.603
C 0.471 -0.728 1.371
H 0.847 3.342 -0.811
H -1.436 0.977 4.010
H 0.451 0.623 6.926
N -0.170 4.127 3.481
C -0.789 5.378 3.040
H 3.425 2.172 -1.665
H 3.404 -8.989 1.815
H -4.137 -0.430 1.206
H 4.979 4.704 -9.801
H -0.922 5.424 1.960
H 0.000 3.521 0.625
O 3.896 5.547 -3.689
H 2.572 5.199 -5.951
H 1.264 -3.362 5.988
C 0.185 6.545 3.343
H -0.449 3.882 -5.428
H -3.348 -3.364 -3.870
H 4.714 7.425 -2.898
O -6.433 -5.513 -3.116
H 5.653 4.477 -8.186
H -7.647 -6.022 -4.644
C 2.020 4.067 0.880
H 1.197 6.164 -5.452
H 3.671 -4.191 1.921
O 2.388 -10.135 3.172
C 0.480 3.455 -5.046
H 1.134 -11.025 1.853
C 4.820 6.339 -2.985
H -2.799 -5.602 -1.819
H 8.734 3.483 -14.007
C -3.993 0.385 0.509
H -3.287 0.084 -0.282
H -6.722 2.888 -2.101
C 3.950 -6.308 2.118
C 3.306 -3.330 4.538
N -4.608 -2.929 4.132
H -7.199 -7.423 -3.657
N 2.025 2.967 1.834
C 3.232 2.990 2.656
O -5.248 0.863 0.101
C 0.587 0.078 0.105
C 2.347 -7.749 3.313
C -3.187 -1.500 5.512
O 7.268 2.947 -12.596
H -0.876 1.983 -4.632
H 1.994 5.047 1.375
H -1.501 5.032 -0.921
H 3.410 3.307 -8.483
H -0.110 7.456 2.813
H 2.881 1.188 0.077
H 3.432 -3.666 5.580
H 4.725 -6.298 2.883
O 4.881 2.121 -7.651
H 1.741 8.036 4.567
H 2.580 -1.472 5.258
H -0.315 -2.548 -2.694
O 4.336 0.258 -2.177
H 3.048 -7.909 4.133
H -9.345 1.838 -0.406
H -11.790 5.669 -1.480
C -5.062 -4.241 3.695
O -0.974 -4.662 6.133
C -6.546 -4.188 3.234
H 8.254 1.890 -14.196
N -7.424 2.768 -0.075
C -2.831 -3.947 -3.102
H -3.448 -2.165 8.004
H 0.141 1.400 3.426
H -8.783 4.782 -0.999
H 3.148 2.316 3.513
H 0.820 -5.744 5.828
C 0.804 7.945 5.139
H -9.228 3.153 0.800
H 2.418 -3.274 -0.236
O 0.856 1.509 -3.484
H 5.090 3.601 -6.250
H 1.632 -8.937 1.640
N 2.598 -6.456 2.683
H 0.557 4.165 4.176
H 6.187 2.611 -10.378
C -5.296 1.883 -0.878
H 6.916 3.864 2.473
O -7.284 -5.123 3.997
H -2.602 -3.307 4.269
H 1.490 0.531 -5.340
H -2.098 -4.544 -3.668
C 7.848 2.852 -13.873
C 7.275 4.325 -10.653
H 4.998 -4.809 0.919
C 0.397 0.582 5.842
H 0.543 1.160 0.284
H 4.177 -3.776 4.059
C 2.789 6.314 -4.143
N -4.347 -4.394 -1.195
O -4.199 -1.171 6.401
H 2.918 -1.468 3.485
C 1.351 0.461 -4.255
H 5.109 -0.216 -0.304
H -2.210 -1.414 6.020
C -9.238 3.814 -1.255
O 5.615 2.211 2.481
H -4.391 -4.597 2.907
H 0.655 -0.387 -4.169
H 6.142 4.606 -12.645
O -0.882 -0.621 1.782
H 1.632 0.399 -1.561
H -1.147 -6.598 6.885
H -3.827 -3.904 -0.494
H 1.162 3.025 2.387
C 4.168 1.643 -2.265
H 1.236 6.317 3.153
C 3.050 -4.074 -0.633
H 3.115 7.235 -4.639
O -2.160 -3.090 -2.194
H -0.360 5.045 -2.215
N 6.556 3.387 -9.843
H -3.005 -0.694 4.792
H -0.373 -0.174 -0.356
C -3.380 -2.872 4.908
C 4.397 2.890 -8.709
H -7.069 2.053 0.566
H 7.761 5.001 -12.659
H -7.153 1.301 -1.667
C -3.587 -4.989 -2.266
H -1.680 5.571 3.641
H 4.725 6.048 -1.926
C -1.762 -5.814 6.438
H 4.067 -3.730 -0.834
H -0.897 -1.328 3.685
H -8.581 -4.235 5.392
H 2.305 0.066 -3.901
H -1.470 -1.776 -3.818
H 2.164 6.682 -3.320
H -4.660 2.709 -0.541
H 3.430 3.950 3.160
C 4.421 2.587 1.806
O 3.058 -5.200 0.228
H 2.032 -6.307 1.850
C -6.730 2.223 -1.227
H 2.992 -0.304 0.867
H 1.350 -7.721 3.752
C -1.312 -2.115 -2.788
H 7.229 5.358 -10.290
C 4.181 -0.318 -0.878
C -1.216 3.141 3.701
H 4.150 1.746 1.166
H -3.387 -0.332 8.066
H 1.850 4.023 -3.596
H 3.615 2.741 -6.121
H -3.408 -3.703 5.634
H -0.850 -2.567 2.470
H -1.511 -1.208 -2.212
H -0.871 6.587 -1.255
C 4.599 0.069 4.829
C -5.758 -4.044 -1.264
H 4.647 0.279 3.757
H 2.808 -11.488 1.533
H 7.039 3.083 -14.577
C -0.579 5.538 -1.267
H 5.518 0.439 5.275
H -0.225 -0.249 5.492
H 4.126 -1.382 -1.123
C 2.942 0.114 -0.144
H 2.922 3.985 0.275
C -7.602 -4.709 5.300
C 7.083 4.291 -12.168
H -2.389 -1.680 2.714
H -0.130 -5.477 4.355
H -10.469 5.518 -2.646
H 0.642 -1.782 1.119
H -4.882 -1.237 8.366
H 2.050 -12.152 2.920
H 8.367 4.248 -10.556
C 5.414 3.959 -9.120
H -6.889 -4.209 5.967
C 0.114 -5.059 5.342
O 0.061 6.799 4.747
H 7.055 2.836 3.752
H 5.886 6.196 -3.174
C 2.095 -11.239 2.327
H -6.158 -3.773 -0.287
C 1.954 5.463 -5.086
H 1.131 -0.408 2.186
H -3.371 1.232 0.834
H 4.166 -7.017 1.309
C -0.066 2.422 -4.036
H 4.760 3.352 1.093
O -10.638 3.995 -1.190
H -6.635 -4.553 2.208
C 0.901 -3.785 5.041
C -11.202 4.958 -2.063
H 1.410 0.493 5.442
H -2.380 -5.487 7.282
H 4.299 2.254 -9.594
H 1.106 7.806 6.171
C 4.675 2.583 -6.353
H -5.358 -2.351 4.478
H -11.873 4.411 -2.727
H -0.526 2.891 -3.168
```

Molecular formula: C9H11N3
Method: DFT, the ωB97M-V functional and the def2-TZVPD basis

Values from the calculation:
highest occupied orbital energy: -0.265 Ha
LUMO energy: 0.042 eV
molecular weight: 161.21 u

Geometry as XYZ:
```
23
C9H11N3 | OMol25 | the ωB97M-V functional and the def2-TZVPD basis
H 3.001 -0.486 1.415
C 2.683 -0.545 0.359
C -2.940 0.870 0.806
N -1.275 -0.444 -0.058
H 1.998 -0.676 -2.012
H 3.545 -0.447 -0.316
H -3.703 0.955 1.590
H 2.082 -2.726 -0.237
N -1.023 0.450 -1.003
C -1.726 1.574 -1.048
C 0.597 -1.477 0.966
C 1.267 -0.760 -1.184
C -2.734 1.857 -0.141
C 1.725 -1.706 -0.042
H -0.266 0.462 1.572
C 1.459 0.306 -0.071
H 0.077 -2.264 1.536
H -3.309 2.768 -0.173
H -1.435 2.258 -1.851
C 0.415 -0.188 0.932
H 1.539 1.382 -0.293
H 0.249 -0.912 -1.587
N -2.226 -0.253 0.841
```

Molecular formula: C6H13NO
Method: DFT, the ωB97M-V functional and the def2-TZVPD basis

Values from the calculation:
SMILES: C/C(=C\N)CCCO
highest occupied orbital energy: -0.304 Ha
LUMO energy: 0.965 eV
molecular weight: 115.18 u

Geometry as XYZ:
```
21
C6H13NO | OMol25 | the ωB97M-V functional and the def2-TZVPD basis
C -0.736 0.875 -0.106
H 1.109 2.815 -0.107
H 3.101 0.077 1.029
H -2.274 -2.551 -1.765
H 2.533 1.942 0.504
C -1.208 -0.300 -1.001
H 1.968 1.606 -1.108
H 2.559 -0.591 2.401
H -1.322 -2.041 0.216
H -2.664 -0.939 0.522
C 0.725 0.744 0.348
O -2.849 -2.085 -1.140
C 1.631 1.869 -0.105
C -2.017 -1.340 -0.244
H -0.892 1.828 -0.601
H -1.293 0.781 0.799
C 1.128 -0.337 1.005
H 0.425 -1.104 1.305
N 2.476 -0.633 1.390
H -1.954 0.095 -1.702
H -0.446 -0.709 -1.639
```

Molecular formula: CH4BrN2O
Method: DFT, the ωB97M-V functional and the def2-TZVPD basis

Values from the calculation:
SMILES: [NH2+]=C(Br)NO
highest occupied orbital energy: -0.580 Ha
LUMO energy: -5.390 eV
molecular weight: 139.96 u
total charge: +1

Geometry as XYZ:
```
9
CH4BrN2O | OMol25 | the ωB97M-V functional and the def2-TZVPD basis
H -0.843 -0.438 0.203
H 1.292 -1.428 0.033
H -1.709 0.694 1.087
N 1.337 0.285 -0.380
C -0.048 1.342 0.012
H 1.651 0.645 -1.262
Br -0.022 3.147 0.223
O 0.821 -0.912 -0.619
N -0.993 0.604 0.456
```

Molecular formula: C2H2N2O4S
Method: DFT, the ωB97M-V functional and the def2-TZVPD basis

Values from the calculation:
highest occupied orbital energy: -0.397 Ha
LUMO energy: -1.188 eV
molecular weight: 150.12 u

Geometry as XYZ:
```
11
C2H2N2O4S | OMol25 | the ωB97M-V functional and the def2-TZVPD basis
O -0.798 -2.256 -0.720
S 1.168 1.814 0.717
H 0.605 -2.380 0.363
O -1.288 -0.307 -1.370
H -0.641 -0.062 1.423
N -0.685 -1.068 -0.662
O 1.060 -1.645 0.726
C 0.373 -0.552 0.340
N -0.788 3.361 -0.592
C -0.044 2.675 -0.052
O 1.037 0.420 -0.174
```

Molecular formula: C27H38BrInN6O3SSi2Te
Method: DFT, the ωB97M-V functional and the def2-TZVPD basis

Values from the calculation:
highest occupied orbital energy: -0.050 Ha
LUMO energy: 4.169 eV
molecular weight: 905.20 u
total charge: -2

Geometry as XYZ:
```
80
C27H38BrInN6O3SSi2Te | OMol25 | the ωB97M-V functional and the def2-TZVPD basis
Si 2.766 0.897 -2.012
N -4.997 -0.698 -1.154
C -1.703 1.625 2.945
H -0.850 -2.052 5.165
C -1.999 1.069 4.355
C -0.943 -0.410 3.000
C -6.831 -1.186 0.307
H -2.952 -0.660 -3.306
O -2.040 2.740 2.604
H 3.799 2.306 -3.835
H 2.619 -0.933 2.417
H -3.720 0.861 -3.815
H 1.857 3.791 1.739
N -0.443 -1.570 2.585
H -6.954 -0.457 -1.712
C 0.625 -3.934 -3.723
H -2.590 -1.710 5.217
H 4.810 2.100 2.525
H -2.169 3.053 -4.207
C 4.969 1.972 1.454
C 0.928 -2.750 -0.131
C 0.791 -3.968 -2.349
C 0.471 -1.564 -3.574
H -7.404 -2.203 2.691
H -7.900 -1.234 0.479
N 0.606 -1.598 -2.249
H 2.988 -0.965 -3.683
H -0.838 3.732 -3.218
C 3.881 1.603 0.639
H 7.062 2.455 1.609
C 1.922 2.967 2.456
H 0.637 -4.850 -4.304
C 6.245 2.181 0.946
C -1.591 -1.260 5.270
H 2.734 3.165 3.172
H 0.941 -4.885 -1.799
H -6.138 -1.159 3.374
H -1.465 -0.827 6.263
H -3.078 1.025 4.532
N -1.392 -0.239 4.281
H 4.595 -0.470 -3.086
H 2.513 3.179 -2.942
H 3.541 0.267 3.368
C -6.294 -0.761 -0.900
H 7.454 2.205 -0.842
H -0.323 -2.332 3.220
H 5.586 1.588 -2.318
Te -1.744 1.432 -2.100
C 4.106 1.453 -0.751
H -0.509 2.409 -4.367
C 0.459 -2.706 -4.354
C -4.134 -1.097 -0.165
C 2.806 2.210 -3.368
C 5.402 1.688 -1.247
H 0.967 2.938 3.001
Si 2.197 1.354 1.539
H 2.078 1.965 -4.155
H 0.376 -0.575 -4.011
H 3.530 -1.476 -2.074
H -5.755 -2.832 2.969
C 2.582 0.066 2.871
H -2.180 0.360 -4.576
N -1.042 0.657 2.220
C -5.903 -1.532 1.282
C -1.240 2.829 -3.671
H -1.534 1.699 5.119
O 1.038 -1.593 0.405
S -2.438 -1.114 -0.473
H 1.790 0.064 3.635
C 3.550 -0.645 -2.793
In 0.693 0.692 -0.444
H 0.074 -1.597 1.698
C -2.767 0.357 -3.653
C 0.764 -2.769 -1.647
O 0.987 -3.840 0.448
N -4.593 -1.497 1.065
H 0.319 -2.639 -5.425
C -6.338 -1.964 2.660
C 6.465 2.040 -0.423
Br 0.265 3.563 -0.665
```

Relative energy (zero: lowest compared OMol25 entry of this formula, charge and spin) across the listed records, respectively: 6.435 7.324 1.800 1.449 2.416 2.062 eV.